ORCA calculation (ωB97M-V/def2-TZVPD) on C31H40N4OOsP2S2Si as an isolated structure.

Calculated values
HOMO energy (alpha / beta) (eV): -12.611 / -13.834
Relative energy (zero: lowest compared OMol25 entry of this formula, charge and spin) (kcal/mol): 5.5
E_LUMO (alpha / beta) (eV): -4.724 / -7.519
Energy (a.u.): -3358.273970
Spin multiplicity: 5
Frontier orbital gap (alpha / beta) (eV): 7.9 / 6.3
Total charge: +2

Geometry as XYZ:
```
82
Properties=species:S:1:pos:R:3:forces:R:3
Os -0.374 0.533 0.115 0.043 -0.166 -0.039
C 0.539 3.408 2.519 -0.002 -0.029 0.012
P 0.316 2.908 0.792 -0.045 0.029 -0.036
C 1.941 3.243 0.048 0.020 0.019 -0.006
C -0.788 4.147 0.033 0.015 0.008 -0.035
C -0.745 4.025 -1.492 0.008 0.017 0.036
P -1.055 2.307 -2.074 0.033 -0.030 -0.040
C -2.858 2.227 -2.272 -0.015 -0.006 -0.021
C -0.437 2.352 -3.783 0.021 0.013 -0.023
H 1.060 4.365 2.560 -0.013 0.001 -0.007
H 1.129 2.656 3.044 -0.002 0.001 0.004
H -0.422 3.501 3.021 -0.075 -0.026 0.024
H 2.146 4.315 0.047 -0.009 0.000 0.010
H 1.993 2.866 -0.973 0.001 -0.002 0.000
H 2.711 2.745 0.638 -0.003 -0.010 -0.001
H -0.480 5.146 0.351 0.006 -0.007 0.017
H -1.798 3.982 0.420 0.000 -0.012 -0.004
H 0.240 4.319 -1.862 -0.004 0.001 -0.007
H -1.465 4.703 -1.956 -0.023 -0.022 0.002
H -3.185 2.949 -3.022 0.013 0.007 0.000
H -3.358 2.441 -1.328 0.006 0.013 0.007
H -3.140 1.222 -2.591 -0.019 0.016 0.004
H -0.806 3.243 -4.295 -0.004 0.006 0.011
H -0.796 1.473 -4.314 0.017 0.021 0.000
H 0.653 2.355 -3.802 0.004 0.000 0.009
S 0.175 -1.208 4.720 -0.020 -0.061 0.004
C 0.331 -0.897 3.049 0.006 0.085 -0.003
N -0.453 0.011 2.549 0.117 -0.143 -0.003
C -1.310 0.511 3.528 -0.060 -0.008 -0.037
C -2.337 1.440 3.336 0.059 0.113 -0.010
C -3.099 1.812 4.421 0.007 0.003 0.021
C -2.861 1.274 5.695 -0.018 0.000 -0.014
C -1.866 0.344 5.898 0.013 -0.011 -0.010
C -1.099 -0.037 4.796 0.014 0.012 0.015
H 1.034 -1.452 2.441 0.023 0.002 0.018
H -2.537 1.844 2.352 0.049 0.030 0.072
H -3.902 2.525 4.292 0.001 -0.001 -0.004
H -3.478 1.585 6.526 0.002 0.002 0.007
H -1.693 -0.084 6.875 0.002 0.000 0.003
N 1.633 0.044 0.140 -0.177 0.235 0.119
C 2.737 -0.305 0.240 0.062 -0.025 -0.140
N 3.976 -0.642 0.342 -0.049 -0.054 0.031
C 4.785 -0.979 -0.858 -0.012 0.021 -0.001
C 5.053 -2.475 -0.857 0.021 -0.003 0.004
O 5.634 -2.876 0.366 -0.006 -0.004 0.000
C 4.770 -2.653 1.459 0.023 -0.013 -0.002
C 4.512 -1.165 1.624 -0.001 0.041 0.002
H 5.717 -0.418 -0.779 0.004 0.002 0.004
H 4.248 -0.660 -1.750 -0.003 -0.009 -0.001
H 5.759 -2.725 -1.647 0.000 0.000 0.000
H 4.117 -3.019 -1.029 -0.034 -0.022 -0.005
H 5.262 -3.048 2.345 0.002 0.001 0.003
H 3.819 -3.185 1.311 -0.004 -0.007 -0.005
H 5.442 -0.633 1.824 0.005 -0.001 -0.001
H 3.800 -0.953 2.421 0.000 -0.010 -0.002
C 0.806 -4.946 0.493 -0.014 0.011 0.001
C 1.514 -4.589 -0.647 0.010 0.022 -0.007
C 1.190 -3.425 -1.332 0.074 0.008 0.007
C 0.147 -2.604 -0.897 -0.038 0.042 0.020
C -0.563 -2.985 0.248 -0.019 -0.013 -0.004
C -0.237 -4.144 0.939 -0.003 -0.007 -0.014
Si -0.290 -1.043 -1.835 -0.102 -0.094 0.093
C -1.831 -1.176 -2.853 0.008 0.007 -0.016
C -3.051 -1.562 -2.287 -0.012 -0.011 -0.004
C -4.191 -1.674 -3.065 0.006 0.003 0.001
C -4.129 -1.409 -4.429 0.006 0.004 0.005
C -2.922 -1.055 -5.014 -0.009 0.000 0.011
C -1.781 -0.942 -4.230 0.001 0.006 -0.007
H 1.052 -5.858 1.021 0.003 0.001 0.001
H 2.308 -5.229 -1.012 0.000 0.001 -0.001
H 1.742 -3.171 -2.231 -0.003 0.007 -0.004
H -1.397 -2.383 0.599 0.012 0.004 0.013
H -0.808 -4.434 1.812 0.003 0.010 0.000
H 0.846 -0.626 -2.691 0.012 -0.026 -0.011
H -3.115 -1.794 -1.230 0.006 -0.003 -0.006
H -5.127 -1.975 -2.614 -0.003 -0.003 0.000
H -5.019 -1.498 -5.037 0.000 0.001 -0.004
H -2.866 -0.877 -6.079 0.000 0.000 -0.003
H -0.840 -0.689 -4.706 0.004 -0.016 0.007
S -4.924 -0.011 0.873 0.026 -0.001 -0.033
C -3.427 0.237 0.514 -0.025 0.008 -0.078
N -2.278 0.451 0.234 0.060 0.022 0.052
```
Positions in Å, forces in eV/Å.